Below is 11 unconnected molecules or ions with the total composition C16H53BF4N7O10PS at a distorted geometry, with properties calculated with ωB97M-V with the def2-TZVPD basis set.

XYZ file:
```
93
Properties=species:S:1:pos:R:3:lowdin_charge:R:1
N -11.57 12.58 10.48 0.36
H -12.35 12.19 9.98 0.15
H -10.67 12.44 10.04 0.16
H -11.57 12.16 11.39 0.16
H -11.79 13.57 10.55 0.16
N -16.34 11.62 15.10 0.35
H -15.84 12.47 14.85 0.16
H -15.74 10.83 14.91 0.15
H -17.07 11.45 14.43 0.16
H -16.57 11.74 16.08 0.17
N -10.86 0.03 10.46 0.36
H -11.66 0.64 10.55 0.15
H -10.28 0.48 9.76 0.16
H -11.09 -0.89 10.12 0.16
H -10.35 -0.17 11.30 0.16
N -19.19 5.44 14.41 0.36
H -18.24 5.13 14.50 0.14
H -19.68 4.61 14.10 0.16
H -19.15 6.21 13.76 0.16
H -19.50 5.89 15.26 0.16
N -11.65 8.09 6.61 0.36
H -11.48 7.27 6.04 0.16
H -11.31 7.97 7.55 0.15
H -12.60 8.44 6.58 0.16
H -11.03 8.81 6.26 0.16
N -15.51 3.45 8.92 0.36
H -15.63 4.45 8.94 0.15
H -16.38 2.95 9.03 0.15
H -14.89 3.12 9.65 0.14
H -15.12 3.35 7.99 0.16
N -15.72 0.92 15.39 0.36
H -15.62 0.05 14.88 0.16
H -15.03 0.94 16.12 0.16
H -16.71 1.00 15.58 0.16
H -15.50 1.75 14.86 0.14
C -12.39 6.01 11.68 -0.05
C -13.14 4.99 12.32 -0.35
C -14.26 5.43 13.35 -0.42
O -15.13 4.70 13.71 -0.06
C -14.21 6.83 13.84 -0.04
C -13.32 7.65 13.22 -0.37
C -12.53 7.31 12.00 -0.43
O -11.96 8.04 11.16 -0.08
O -13.34 8.83 13.80 -0.16
O -13.15 3.77 11.94 -0.14
H -11.79 5.66 10.85 0.11
H -14.92 6.87 14.65 0.08
B -11.73 2.57 6.34 -1.40
F -12.27 1.74 7.32 0.07
F -12.12 2.16 5.13 0.19
F -12.05 3.82 6.46 0.18
F -10.26 2.52 6.56 -0.01
C -4.84 5.32 9.13 -0.22
C -5.86 5.01 8.04 -0.21
C -5.53 5.83 6.72 -0.19
S -4.01 6.79 7.11 0.67
O -4.30 8.17 7.57 -0.35
O -3.07 6.66 6.03 -0.31
C -3.52 5.69 8.41 -0.22
H -4.78 4.59 9.94 0.11
H -5.17 6.23 9.62 0.10
H -6.92 5.11 8.29 0.10
H -5.70 4.00 7.67 0.10
H -6.36 6.42 6.33 0.09
H -5.20 5.08 5.99 0.09
H -2.89 6.23 9.12 0.12
H -3.08 4.87 7.84 0.11
C -8.52 1.70 15.76 -0.09
C -9.70 2.44 16.28 -0.32
O -9.82 2.29 17.66 -0.17
P -10.73 1.09 18.37 0.52
O -12.10 1.06 17.81 -0.28
O -9.92 -0.27 18.26 -0.20
C -10.44 -1.52 18.68 -0.23
C -9.87 -1.66 20.16 -0.03
O -10.62 1.60 19.92 -0.17
C -11.68 2.13 20.62 -0.33
C -11.67 1.51 21.97 -0.07
H -8.45 0.65 16.04 0.07
H -8.54 1.71 14.67 0.07
H -7.61 2.18 16.10 0.09
H -9.54 3.48 16.01 0.13
H -10.61 2.02 15.86 0.10
H -11.52 -1.63 18.55 0.11
H -9.86 -2.24 18.10 0.12
H -8.83 -1.36 20.09 0.09
H -10.41 -0.88 20.69 0.04
H -10.10 -2.63 20.62 0.08
H -11.76 3.21 20.55 0.13
H -12.59 1.85 20.09 0.10
H -12.14 2.11 22.75 0.08
H -12.13 0.53 21.91 0.08
H -10.68 1.34 22.41 0.09
```

The spin multiplicity is 1. The net charge is +4. As for the LUMO energy: -9.35 eV.


Below is 13 unconnected molecules or ions with the total composition C16H54F3N24O14 at a distorted geometry, with properties calculated with ωB97M-V with the def2-TZVPD basis set.

XYZ file:
```
111
Properties=species:S:1:pos:R:3:lowdin_charge:R:1
C -0.03 0.28 1.11 -0.47
O 0.32 -0.14 -0.23 -0.16
O -1.42 0.24 1.10 -0.30
C 0.75 -0.63 2.17 -0.53
F 0.58 -1.98 2.20 0.11
F 2.03 -0.39 1.86 0.09
F 0.66 -0.21 3.45 0.10
C 0.17 0.79 -1.32 -0.25
C 0.26 0.00 -2.65 -0.09
H 0.04 0.69 -3.46 0.06
H 1.20 -0.50 -2.88 0.06
H -0.57 -0.72 -2.63 0.07
H 0.98 1.52 -1.34 0.10
H -0.84 1.21 -1.29 0.10
H 0.18 1.35 1.20 0.12
C -5.28 4.47 -1.38 -0.79
O -5.90 5.47 -1.76 0.00
N -5.43 3.35 -2.01 0.16
N -4.56 4.36 -0.29 0.17
H -4.99 2.51 -1.68 0.11
H -5.80 3.31 -2.94 0.12
H -4.38 5.15 0.31 0.11
H -4.01 3.53 -0.10 0.11
C 3.79 -4.17 -1.23 -0.79
O 4.29 -4.97 -2.03 -0.01
N 4.18 -3.51 -0.22 0.18
N 2.52 -3.94 -1.43 0.15
H 5.05 -3.66 0.26 0.12
H 3.56 -2.76 0.05 0.12
H 1.97 -3.26 -0.92 0.11
H 2.09 -4.40 -2.23 0.12
C -4.52 2.16 6.40 -0.82
O -5.39 2.56 7.21 -0.02
N -3.78 1.13 6.48 0.17
N -4.26 2.86 5.37 0.16
H -3.25 0.77 5.70 0.12
H -3.93 0.57 7.31 0.13
H -4.50 3.84 5.27 0.13
H -3.64 2.37 4.74 0.11
C 6.02 -3.60 7.09 -0.78
O 5.46 -3.45 8.20 0.00
N 7.05 -2.88 6.71 0.16
N 5.72 -4.44 6.17 0.15
H 7.49 -2.21 7.31 0.13
H 7.35 -3.13 5.78 0.11
H 4.85 -4.95 6.28 0.12
H 5.68 -3.91 5.31 0.12
C 2.96 1.63 11.88 -0.82
O 3.91 2.39 11.65 0.01
N 2.07 1.36 11.01 0.17
N 2.85 0.92 12.94 0.16
H 2.31 1.79 10.12 0.13
H 1.55 0.50 10.99 0.12
H 2.40 0.02 12.93 0.12
H 3.53 1.17 13.64 0.12
C 0.66 8.48 -0.67 -0.87
O 1.16 7.41 -0.69 0.07
N -0.61 8.69 -0.84 0.16
N 1.18 9.55 -0.26 0.17
H -1.19 7.89 -1.08 0.13
H -0.84 9.66 -1.01 0.10
H 2.19 9.48 -0.29 0.13
H 0.60 10.36 -0.44 0.11
C -6.59 -0.27 -7.14 -0.84
O -6.86 -0.77 -6.08 0.05
N -5.37 -0.24 -7.57 0.16
N -7.35 0.35 -7.97 0.16
H -5.49 -0.02 -8.55 0.10
H -4.73 -0.89 -7.15 0.13
H -6.83 0.75 -8.75 0.11
H -8.29 0.54 -7.68 0.13
C 1.32 7.13 -6.51 -0.71
O 1.83 8.12 -5.90 -0.02
N 0.62 7.25 -7.66 0.13
N 1.21 5.92 -6.05 0.16
H 0.59 8.14 -8.12 0.11
H -0.12 6.57 -7.76 0.10
H 0.84 5.24 -6.70 0.11
H 1.52 5.63 -5.14 0.13
C 5.45 2.90 -2.08 -0.84
O 6.18 2.22 -2.72 0.07
N 5.07 4.13 -2.31 0.16
N 5.00 2.52 -0.94 0.16
H 4.41 4.67 -1.77 0.11
H 5.22 4.36 -3.29 0.11
H 5.22 1.67 -0.45 0.13
H 4.53 3.26 -0.44 0.11
C 1.60 -9.01 0.51 -0.77
O 0.46 -8.64 0.22 0.02
N 2.20 -8.66 1.62 0.15
N 2.29 -9.95 -0.08 0.15
H 1.55 -8.15 2.20 0.12
H 3.05 -9.05 1.98 0.11
H 3.28 -10.13 -0.11 0.11
H 1.87 -10.21 -0.96 0.11
C -1.28 -5.56 -6.18 -0.90
O -1.99 -4.70 -6.69 0.03
N -0.13 -5.80 -6.56 0.18
N -1.72 -6.38 -5.32 0.18
H 0.05 -6.79 -6.53 0.12
H 0.25 -5.26 -7.32 0.13
H -2.65 -6.07 -5.06 0.13
H -1.14 -7.00 -4.77 0.13
C -4.94 -4.22 -0.06 -0.78
O -5.43 -5.30 -0.35 0.01
N -3.69 -3.90 -0.08 0.17
N -5.63 -3.13 0.24 0.15
H -3.12 -4.59 -0.55 0.13
H -3.34 -3.05 0.33 0.12
H -6.46 -3.17 0.81 0.11
H -4.99 -2.40 0.54 0.10
```

The spin multiplicity is 1. The net charge is -1. As for the LUMO energy: 1.56 eV.